1.
10
Properties=species:S:1:pos:R:3 method="wB97M-V/def2-TZVPD" homo_energy_ev=-10.6 smiles="C=C[Si](=O)Cl.Cl" homo_lumo_gap_ev=9.753 relative_energy_kj_mol=221.78
C 0.5337 1.5869 -1.3720
C 0.3066 0.9910 -0.2010
Si 0.4108 -0.8776 0.0784
O 0.4578 -1.5550 1.3850
Cl 0.0082 -1.9515 -1.5483
H 0.5434 2.7293 -1.5163
H 0.9962 1.0595 -2.1878
H 0.0063 1.6288 0.6677
Cl -2.1843 -1.9333 2.7059
H -1.0788 -1.6782 1.9883

---

2.
112
Properties=species:S:1:pos:R:3 method="wB97M-V/def2-TZVPD" charge=+1 homo_energy_ev=-9.9 homo_lumo_gap_ev=7.564
C -0.3029 2.7999 -0.9013
C 0.4576 3.7132 -1.9094
S 2.2373 3.5575 -1.5779
C 3.1786 3.8940 -3.1019
C 3.5939 2.6149 -3.8421
C 4.2216 1.5172 -2.9366
C 3.3706 0.2358 -3.0206
O 3.9528 -0.8129 -2.2466
C 2.6165 4.9853 -0.4835
C 3.1417 4.4049 0.8419
C 4.6205 4.4998 1.1913
N 2.2601 3.8384 1.5565
H -0.3647 3.3118 0.0694
H 0.2133 1.8478 -0.7334
H -1.3188 2.6336 -1.2762
H 0.1397 4.7450 -1.7086
H 0.1929 3.4497 -2.9394
H 4.0796 4.4512 -2.8044
H 2.6020 4.5823 -3.7389
H 2.7676 2.1768 -4.4220
H 4.3550 2.9216 -4.5746
H 4.3806 1.8283 -1.8936
H 5.2150 1.2480 -3.3252
H 3.3836 -0.0836 -4.0787
H 2.3184 0.4145 -2.7467
H 3.2400 -1.1760 -1.7048
H 1.7050 5.5713 -0.3174
H 3.3574 5.6352 -0.9700
H 4.8832 5.4487 1.6755
H 5.2340 4.3668 0.2847
H 4.8500 3.6605 1.8609
H 2.7134 3.4710 2.3988
C 1.1157 -4.6886 -4.3678
S 1.6856 -3.2108 -3.5211
O 0.8251 -2.0715 -3.9657
C 3.2366 -3.0959 -4.4282
H 0.1291 -4.9434 -3.9893
H 1.0607 -4.5000 -5.4409
H 1.8007 -5.5104 -4.1612
H 3.0300 -3.0222 -5.4968
H 3.8407 -3.9786 -4.2180
H 3.7653 -2.2107 -4.0892
C 8.4169 3.5064 2.6212
S 7.5949 3.7399 4.2057
O 6.5486 4.7852 4.0066
C 8.9898 4.5298 5.0207
H 7.7029 3.0559 1.9336
H 8.7466 4.4703 2.2316
H 9.2675 2.8371 2.7497
H 9.2787 5.4260 4.4711
H 9.8228 3.8284 5.0716
H 8.6809 4.8013 6.0282
C -2.3362 -6.7714 -2.0920
S -0.8988 -5.7478 -1.7479
O 0.2937 -6.6436 -1.7243
C -1.3361 -5.3844 -0.0442
H -2.2498 -7.1472 -3.1106
H -2.3661 -7.6082 -1.3938
H -3.2364 -6.1624 -1.9991
H -1.4283 -6.3154 0.5165
H -2.2749 -4.8316 -0.0234
H -0.5429 -4.7760 0.3881
C 1.0419 -0.1106 2.8600
S 2.3398 0.9245 3.5503
O 3.5634 0.0855 3.6738
C 1.6116 1.0637 5.1851
H 1.3182 -0.3580 1.8353
H 0.9510 -1.0230 3.4477
H 0.0980 0.4348 2.8694
H 1.4794 0.0693 5.6100
H 0.6500 1.5715 5.1112
H 2.2868 1.6442 5.8125
C -3.4254 1.0361 6.4146
S -1.8256 0.2226 6.3465
O -1.5380 -0.0812 4.9109
C -2.3561 -1.3118 7.1198
H -3.3385 2.0094 5.9394
H -4.1666 0.4421 5.8820
H -3.7164 1.1635 7.4580
H -3.1655 -1.7539 6.5386
H -2.6862 -1.1066 8.1381
H -1.5067 -1.9923 7.1430
C -4.3451 4.3013 2.6484
S -5.7112 3.2938 3.2475
O -5.1889 2.4844 4.3819
C -5.7814 2.2054 1.8158
H -4.1023 5.0314 3.4183
H -3.4781 3.6674 2.4566
H -4.6494 4.8194 1.7384
H -4.8174 1.7134 1.6809
H -6.0421 2.7870 0.9310
H -6.5514 1.4585 1.9995
C -6.3853 -3.7746 -1.3343
S -4.9644 -2.7339 -0.9685
O -3.7673 -3.6248 -0.9295
C -5.4162 -2.3758 0.7358
H -6.2862 -4.1487 -2.3536
H -6.4143 -4.6127 -0.6374
H -7.2965 -3.1816 -1.2547
H -5.5072 -3.3070 1.2954
H -6.3591 -1.8289 0.7515
H -4.6306 -1.7614 1.1727
C -6.1796 -4.6037 -7.4266
S -5.6405 -5.0624 -5.7727
O -6.8552 -5.1318 -4.9132
C -4.8318 -3.5015 -5.3949
H -6.7519 -5.4337 -7.8365
H -6.8084 -3.7145 -7.3751
H -5.3068 -4.4182 -8.0532
H -5.5501 -2.6849 -5.4767
H -3.9959 -3.3421 -6.0764
H -4.4592 -3.5622 -4.3728

---

3.
7
Properties=species:S:1:pos:R:3 method="wB97M-V/def2-TZVPD" homo_energy_ev="-10.3 / -10.3" homo_lumo_gap_ev="7.943 / 7.944" relative_energy_kj_mol=405.38
C -0.3401 0.0454 -1.1672
N -0.0455 -0.3681 1.5141
O -0.5543 -0.0511 -2.3369
O -0.9816 -0.3747 -0.1222
Cl 0.0479 1.2177 1.7276
Cl 1.3403 -1.1719 1.1311
H 0.5334 0.7028 -0.7466

---

4.
24
Properties=species:S:1:pos:R:3 method="wB97M-V/def2-TZVPD" charge=+1 homo_energy_ev=-12.4 homo_lumo_gap_ev=7.457 relative_energy_kj_mol=448.43
C 2.6014 1.2849 1.0809
C 3.3642 -1.1416 0.0891
C -1.3073 -0.3286 0.9923
C -1.7078 0.3291 -0.3282
C -0.1922 -1.3587 0.7627
C -0.4817 0.9260 -1.0228
C 0.9506 -0.6327 0.0600
N 2.1467 -1.4775 -0.0986
N 0.5866 -0.0550 -1.2082
S 2.6177 2.6220 0.1358
S 4.8917 -1.1064 0.1926
H 2.3704 1.5294 2.1186
H -0.9560 0.4337 1.6915
H -2.1693 -0.8191 1.4411
H -2.1740 -0.4110 -0.9814
H -2.4357 1.1174 -0.1442
H 0.1411 -1.7783 1.7125
H -0.5691 -2.1680 0.1324
H -0.7439 1.3225 -2.0041
H -0.0790 1.7435 -0.4198
H 1.3122 0.2169 0.6959
H 1.9594 -2.4230 -0.4264
H 0.2749 -0.7709 -1.8599
H 2.9383 2.0161 -1.0385

---

5.
71
Properties=species:S:1:pos:R:3 method="wB97M-V/def2-TZVPD" charge=+1 homo_energy_ev="-9.7 / -10.6" homo_lumo_gap_ev="7.310 / 8.051" relative_energy_kj_mol=0.00 multiplicity=3
Ni 0.3189 -0.1800 -0.2012
C 2.2735 0.1531 -1.3099
C 2.1739 1.1702 -0.3335
C 2.1916 0.5640 0.9359
C 2.3602 -0.8283 0.7585
C 2.4353 -1.0788 -0.6286
C 2.8772 -2.3466 -1.2960
C 2.6326 -1.7956 1.8737
C 2.1650 1.3026 2.2473
C 2.2292 2.6560 -0.5848
C 2.3979 0.3770 -2.7939
H 2.3109 -2.5545 -2.2042
H 2.7959 -3.2144 -0.6398
H 3.9280 -2.2536 -1.5903
H 1.8896 -1.7095 2.6710
H 3.6128 -1.5979 2.3168
H 2.6306 -2.8285 1.5272
H 1.9478 0.6336 3.0798
H 1.4087 2.0930 2.2556
H 3.1313 1.7769 2.4439
H 1.2956 3.1722 -0.3559
H 2.4726 2.8723 -1.6255
H 2.9955 3.1146 0.0448
H 2.2145 -0.5424 -3.3540
H 3.4020 0.7241 -3.0592
H 1.6929 1.1297 -3.1501
Br -0.4868 -4.2205 1.5866
C 0.1835 -4.7817 -0.0890
C 0.8480 -5.9982 -0.1511
C 1.3241 -6.4636 -1.3688
C 1.1300 -5.7238 -2.5268
C 0.4688 -4.5086 -2.4682
C 0.0104 -4.0381 -1.2485
I -0.9778 -2.2058 -1.2514
H 0.9790 -6.5786 0.7532
H 1.8359 -7.4164 -1.4115
H 1.4940 -6.0884 -3.4780
H 0.3156 -3.9244 -3.3689
S -0.7834 0.0042 2.0066
C -2.0865 -1.0621 2.2152
N -2.2349 -1.8837 3.2562
C -3.4225 -2.7491 3.1466
C -4.1547 -2.1395 1.9354
N -3.1474 -1.2035 1.4077
H -1.4567 -2.0848 3.8609
H -4.0194 -2.7097 4.0520
H -3.1325 -3.7810 2.9641
H -5.0597 -1.6132 2.2270
H -4.4113 -2.8907 1.1962
H -3.3789 -0.4680 0.7646
C -2.8668 5.6939 0.2818
Ge -1.1949 4.7816 -0.0916
C -0.5258 5.2315 -1.8549
C 0.1002 5.1939 1.2968
C -1.6688 2.8577 -0.0339
Se -0.8415 1.7117 -1.3786
C -2.4615 0.9947 -2.1735
H -2.7001 6.7672 0.4092
H -3.3083 5.3034 1.2024
H -3.5751 5.5488 -0.5386
H -0.1324 6.2516 -1.8507
H -1.3312 5.1758 -2.5936
H 0.2715 4.5518 -2.1615
H 0.6340 6.1075 1.0200
H 0.8349 4.3971 1.4403
H -0.4142 5.3700 2.2457
H -2.7452 2.7740 -0.1971
H -1.4456 2.4291 0.9394
H -3.0463 1.8074 -2.5908
H -3.0480 0.4488 -1.4366
H -2.1558 0.3228 -2.9720

---

6.
52
Properties=species:S:1:pos:R:3 method="wB97M-V/def2-TZVPD" homo_energy_ev=-9.1 smiles="CC[C@H](C)NC(=O)CN(C1CCCCC1)S(=O)(=O)c1ccc(F)cc1" homo_lumo_gap_ev=9.651 relative_energy_kj_mol=0.00
C -2.8071 -1.1531 2.2856
C -3.7464 -0.7732 1.1458
C -3.5760 -1.6196 -0.1264
C -3.8974 -3.0941 0.0957
N -2.2302 -1.5001 -0.6518
C -1.9087 -0.7553 -1.7157
O -2.7003 -0.1287 -2.3934
C -0.3991 -0.7631 -2.0159
N 0.3925 -0.1248 -0.9849
C 0.3126 1.3252 -0.8588
C -0.8709 1.7941 -0.0094
C -0.9096 3.3191 0.0439
C 0.3979 3.8733 0.5994
C 1.5733 3.4019 -0.2503
C 1.6185 1.8759 -0.2880
S 0.8890 -1.0335 0.3018
O 0.4093 -2.3770 0.1017
O 0.5856 -0.4153 1.5605
C 2.6730 -1.0824 0.1148
C 3.4834 -0.8115 1.2010
C 4.8593 -0.8782 1.0639
C 5.3832 -1.2233 -0.1708
F 6.7180 -1.2880 -0.3149
C 4.5799 -1.5042 -1.2646
C 3.2065 -1.4329 -1.1114
H -1.7650 -1.0397 1.9963
H -2.9721 -2.1791 2.6036
H -2.9900 -0.5040 3.1391
H -3.5804 0.2731 0.8811
H -4.7822 -0.8696 1.4787
H -4.2389 -1.2108 -0.8984
H -3.8802 -3.6268 -0.8520
H -3.1628 -3.5476 0.7561
H -4.8843 -3.2020 0.5375
H -1.4947 -1.9994 -0.1674
H -0.2290 -0.2471 -2.9652
H -0.0624 -1.7981 -2.0930
H 0.1857 1.7106 -1.8787
H -0.7657 1.3847 0.9957
H -1.7987 1.4204 -0.4435
H -1.7458 3.6402 0.6671
H -1.0735 3.7116 -0.9625
H 0.3640 4.9645 0.6158
H 0.5316 3.5229 1.6246
H 1.4672 3.7892 -1.2663
H 2.5103 3.7846 0.1585
H 2.4596 1.5356 -0.8970
H 1.7490 1.4938 0.7245
H 3.0235 -0.5493 2.1405
H 5.5211 -0.6717 1.8897
H 5.0315 -1.7725 -2.2063
H 2.5460 -1.6448 -1.9362

---

7.
67
Properties=species:S:1:pos:R:3 method="wB97M-V/def2-TZVPD" homo_energy_ev=-4.8 homo_lumo_gap_ev=4.354 relative_energy_kj_mol=228.97
C 8.0721 3.0101 2.7652
C 6.5981 3.2558 2.8968
C 5.7355 2.4786 2.1198
C 4.3438 2.6592 2.1502
C 3.4868 1.8384 1.2396
C 3.8070 3.6442 3.0042
N 2.4481 4.0652 2.8615
C 1.2972 3.3337 2.8097
N 0.2393 4.1955 2.7704
C -1.1342 3.9241 2.9410
C -1.5080 2.9636 3.9438
C -0.5402 2.2459 4.6439
C -2.9168 2.8382 4.2095
C -3.8647 3.4929 3.4356
C -5.3347 3.2817 3.6705
C -3.4439 4.4408 2.4942
C -2.0915 4.6088 2.1861
C -1.7759 5.5535 1.0719
C 0.7635 5.4991 2.6230
C 2.0902 5.4194 2.6851
C 4.6629 4.4018 3.8273
C 4.1899 5.4350 4.7876
C 6.0457 4.1883 3.7747
H 8.6604 3.4711 3.5622
H 8.2275 1.9240 2.7731
H 8.4643 3.3768 1.8064
H 6.1775 1.7167 1.4702
H 2.9471 1.0444 1.7782
H 2.7494 2.4446 0.7060
H 4.0966 1.3652 0.4574
H -0.7104 1.1800 4.8260
H 1.2399 2.2732 2.9884
H 0.2642 2.7744 5.1818
H -3.2456 2.2867 5.0990
H -5.9277 3.7594 2.8834
H -5.6117 2.2198 3.6956
H -5.6278 3.7132 4.6397
H -4.1748 5.0891 2.0241
H -2.5938 5.5127 0.3422
H -1.7389 6.5833 1.4539
H -0.8577 5.3487 0.5122
H 0.1248 6.3638 2.5545
H 2.8165 6.2074 2.7384
H 5.0028 5.6060 5.4971
H 4.0012 6.4155 4.3386
H 3.3253 5.1344 5.3812
H 6.6751 4.7936 4.4284
F 1.8176 -3.8337 2.6882
C 0.4920 -3.5265 2.9306
F 0.2760 -3.6554 4.2802
S 0.2655 -1.7689 2.4707
N -1.5239 -1.7571 2.2401
C -1.9811 -0.4791 1.9178
O -1.2830 0.5284 1.8405
C -3.4373 -0.6329 1.7110
C -3.8187 -1.9519 1.8796
C -5.1798 -2.2787 1.7736
C -6.0980 -1.2317 1.5493
C -5.6808 0.0979 1.3747
C -4.3183 0.4029 1.4317
C -2.5641 -2.7484 2.1766
O -2.4407 -3.9537 2.3163
H -0.1980 -4.1583 2.3515
H -5.5311 -3.3041 1.8739
H -7.1704 -1.4393 1.5074
H -6.4000 0.8982 1.1909
H -3.8965 1.3959 1.2775

---

8.
44
Properties=species:S:1:pos:R:3 method="wB97M-V/def2-TZVPD" charge=+2 homo_energy_ev="-14.8 / -14.8" homo_lumo_gap_ev="8.561 / 6.900" relative_energy_kj_mol=0.00 multiplicity=4
Tc 0.5037 0.2915 0.5363
N -0.5168 1.2568 4.3983
C -0.0241 1.2683 3.1839
O -0.4529 0.4249 2.3276
C 1.0081 2.2426 2.7282
C 1.7904 1.5741 1.6084
H -1.2329 0.5905 4.6547
H -0.1976 1.9118 5.0966
H 1.6338 2.5888 3.5535
H 0.4598 3.1162 2.3576
H 2.5466 0.8935 2.0041
H 2.2622 2.2992 0.9481
C -1.9365 -3.4204 0.2829
C -0.9304 -2.3398 0.4323
N -1.1265 -1.0943 0.1194
O -2.3855 -0.7801 -0.4153
C 0.4030 -2.6417 0.9357
C 0.8758 -4.0012 1.3075
N 1.1688 -1.5865 1.0136
O 2.3721 -1.5659 1.3745
H -2.9531 -3.0424 0.3379
H -1.7775 -4.1924 1.0301
H -1.8064 -3.8827 -0.6986
H -2.8637 -0.3078 0.2862
H 0.6985 -4.7127 0.5019
H 0.3589 -4.3657 2.1958
H 1.9420 -3.9655 1.5216
Cl 1.8112 0.0659 -1.5222
C 3.6045 -0.2326 -1.1419
Cl 4.4197 1.2590 -0.8180
H 3.9622 -0.6968 -2.0586
H 3.5934 -0.8933 -0.2745
S -0.4937 2.3550 -0.3139
C -0.9971 2.0962 -1.9469
N -1.5036 0.9827 -2.4536
C -1.9421 1.1808 -3.8395
C -1.4838 2.6284 -4.1402
N -0.9375 3.0563 -2.8516
H -1.7895 0.2086 -1.8632
H -3.0247 1.0678 -3.9041
H -1.4688 0.4497 -4.4950
H -2.3076 3.2771 -4.4355
H -0.7066 2.6672 -4.9041
H -0.5556 3.9688 -2.6601

---

9.
24
Properties=species:S:1:pos:R:3 method="wB97M-V/def2-TZVPD" homo_energy_ev="-7.9 / -8.6" homo_lumo_gap_ev="6.605 / 8.490" relative_energy_kj_mol=754.46
C 4.0546 0.3377 0.1700
C 0.5699 -1.6612 -0.5947
C -0.7269 -1.5788 0.5132
C -2.2598 0.5284 -1.1183
C -1.3181 1.9762 0.6186
C -1.9801 0.6045 0.3712
N 1.6979 -1.4202 0.2219
N -1.0688 -0.3257 0.9882
O 1.8142 0.8312 -0.8486
S 2.2793 0.2746 0.3696
H 4.4747 1.1542 -0.3655
H 4.4822 0.2477 1.1356
H 0.6147 -2.7285 -1.0166
H 0.5624 -0.9471 -1.3326
H -1.4579 -2.0906 -0.0383
H -0.2446 -2.1132 1.5025
H -2.7507 1.4136 -1.1763
H -1.4775 0.6242 -1.7478
H -2.8686 -0.2747 -1.4258
H -0.6482 1.9705 1.5635
H -2.1541 2.7466 0.7760
H -0.7459 2.1625 -0.1872
H -2.8869 0.5382 0.9472
H 2.0381 -2.2702 0.6741

---

10.
68
Properties=species:S:1:pos:R:3 method="wB97M-V/def2-TZVPD" charge=+1 homo_energy_ev=-12.5 homo_lumo_gap_ev=8.051
N 4.7888 -2.8371 0.4573
C 5.2489 -2.1053 -0.6954
C 4.0937 -1.3541 -1.4118
C 2.7424 -2.0870 -1.3392
C 2.6009 -3.2893 -2.2841
C 1.5029 -4.2602 -1.8486
F 1.5533 -5.3078 -2.6717
F 1.7995 -4.6663 -0.6068
C 0.0451 -3.6485 -1.9446
F 0.1329 -2.5635 -2.7358
F -0.7330 -4.5302 -2.5636
C -0.6085 -3.3410 -0.5912
F -0.7646 -4.5162 0.0190
F 0.2217 -2.6286 0.1776
C -2.0216 -2.6326 -0.5784
F -2.9579 -3.5454 -0.3714
F -2.0504 -1.8105 0.4794
C -2.4664 -1.7873 -1.7946
F -3.7286 -1.4137 -1.5349
F -2.5175 -2.4796 -2.9181
C -1.6526 -0.4536 -1.9926
F -0.4886 -0.4885 -1.3493
F -1.4591 -0.2310 -3.2721
F -2.3228 0.5760 -1.5079
C 4.4705 -1.0701 -2.8234
N 4.4879 0.1470 -3.1652
C 4.1740 1.0530 -2.0459
C 3.8145 0.1125 -0.8945
I 4.6718 0.6729 1.0048
H 4.9101 -3.8325 0.3639
H 5.1906 -2.5037 1.3193
H 6.0479 -1.4137 -0.4405
H 5.6920 -2.7970 -1.4178
H 1.9495 -1.3833 -1.5904
H 2.5617 -2.3613 -0.3062
H 3.5132 -3.8860 -2.1937
H 2.5117 -3.0230 -3.3336
H 4.7400 -1.8045 -3.5729
H 4.7085 0.4877 -4.0936
H 5.0880 1.6267 -1.8710
H 3.4149 1.7873 -2.2918
H 2.7715 0.3291 -0.7088
C -4.0536 1.2930 0.8017
C -5.1491 1.8247 1.6924
C -6.1048 2.7844 1.0284
O -6.5390 3.5834 2.1365
C -5.5398 3.5804 3.0559
O -5.4889 4.2810 4.0091
O -4.5939 2.6517 2.7268
H -3.2711 0.8270 1.4027
H -4.4449 0.5547 0.1041
H -3.5866 2.0972 0.2305
H -5.6841 1.0016 2.1744
H -6.9493 2.2924 0.5516
H -5.6134 3.4416 0.3065
C -1.6176 2.9054 4.2227
C -1.0172 4.0269 3.4171
C -0.7606 3.6928 1.9701
O 0.3188 4.5753 1.6415
C 1.0030 4.8204 2.7947
O 2.0578 5.3598 2.8460
O 0.3146 4.3482 3.8648
H -1.5506 3.1143 5.2899
H -2.6631 2.7614 3.9583
H -1.0826 1.9689 4.0471
H -1.6258 4.9305 3.5107
H -1.6187 3.8788 1.3274
H -0.4167 2.6638 1.8291